The ion C5H10NO with charge +2. Source: the OMol25 dataset; level of theory: ωB97M-V/def2-TZVPD.

XYZ file:
```
17
Properties=species:S:1:pos:R:3
O -1.22 -0.38 -2.03
C -0.99 -0.29 -0.82
C 0.33 -0.56 -0.07
C 0.98 0.78 0.37
C -0.07 1.45 1.30
C -0.71 0.71 2.26
N 1.23 -1.29 -0.98
H -1.79 0.00 0.02
H 0.35 -1.19 0.75
H 1.17 1.45 -0.48
H 1.77 0.67 1.11
H 0.04 2.51 1.50
H -0.59 -0.43 2.59
H -1.39 1.18 2.92
H 1.75 -0.64 -1.68
H 0.70 -2.10 -1.49
H 1.85 -1.93 -0.41
```

Summary:
Spin multiplicity   2
Energy above the lowest of the compared OMol25 structures with the same formula, charge and spin   33.32 kcal per mole
E_tot   -325.66406 hartree
⟨S²⟩   0.754
Net charge   +2

=====

A structure of composition C34H63N7O2PbS5Si4Te. Source: the OMol25 dataset; level of theory: ωB97M-V/def2-TZVPD.

XYZ file:
```
117
Properties=species:S:1:pos:R:3
Pb -0.54 -1.10 -2.54
O 1.72 1.18 0.95
C 1.29 0.42 0.11
N 1.12 0.65 -1.23
C 1.92 1.55 -1.83
O 2.90 2.14 -1.38
C 1.63 1.79 -3.30
C 2.05 2.99 -3.88
C 1.87 3.17 -5.24
C 1.31 2.14 -5.99
C 0.92 0.98 -5.33
N 1.06 0.82 -4.02
C 0.92 -1.00 0.57
C 1.24 -1.36 1.87
C 1.04 -2.67 2.26
C 0.52 -3.58 1.36
C 0.24 -3.15 0.07
N 0.48 -1.90 -0.32
H 2.52 3.73 -3.25
H 2.17 4.09 -5.71
H 1.16 2.23 -7.06
H 0.47 0.16 -5.87
H 1.61 -0.60 2.54
H 1.27 -2.98 3.28
H 0.31 -4.61 1.63
H -0.18 -3.81 -0.68
S -2.39 -5.53 -2.00
C -2.00 -3.98 -2.46
S -2.94 -2.59 -2.02
S -0.54 -3.71 -3.40
C -2.04 2.52 -1.93
N -2.28 2.32 -3.36
C -2.92 1.28 -3.95
S -2.50 0.83 -5.53
N -3.89 0.62 -3.31
C -4.52 0.91 -2.02
H -1.24 3.26 -1.84
H -1.71 1.62 -1.41
H -2.91 2.92 -1.41
H -1.57 2.67 -3.97
H -4.07 -0.29 -3.71
H -3.89 0.67 -1.16
H -5.42 0.30 -1.97
H -4.82 1.95 -1.98
C 0.80 2.86 3.81
Si -0.79 3.43 2.99
C -1.36 4.99 3.92
C -0.41 3.88 1.21
Si -2.46 1.79 3.04
Te -2.25 0.17 1.22
Si -4.51 2.89 2.77
C -5.09 3.89 4.27
C -4.36 4.09 1.31
C -5.89 1.66 2.38
Si -2.46 0.66 5.07
C -3.92 -0.53 5.11
C -0.90 -0.38 5.26
C -2.58 1.79 6.59
H 1.54 3.66 3.79
H 1.21 2.00 3.27
H 0.64 2.57 4.85
H -0.56 5.74 3.92
H -1.61 4.76 4.95
H -2.24 5.43 3.45
H 0.28 4.73 1.17
H -1.31 4.12 0.65
H 0.08 3.02 0.73
H -4.34 4.62 4.58
H -5.30 3.24 5.11
H -6.01 4.44 4.02
H -3.79 4.98 1.59
H -5.36 4.41 0.98
H -3.86 3.61 0.47
H -6.39 1.33 3.29
H -5.48 0.77 1.87
H -6.64 2.11 1.72
H -3.95 -1.10 4.18
H -4.87 0.01 5.21
H -3.83 -1.23 5.95
H -0.91 -1.19 4.53
H -0.86 -0.81 6.27
H 0.01 0.20 5.09
H -3.46 2.43 6.54
H -1.70 2.43 6.68
H -2.65 1.17 7.49
C 4.69 -5.98 -0.19
C 3.20 -6.15 -0.50
C 2.67 -5.14 -1.50
C 3.36 -5.21 -2.87
N 2.72 -4.36 -3.86
C 3.10 -3.11 -4.19
S 2.49 -2.36 -5.56
N 3.99 -2.53 -3.35
C 4.37 -1.12 -3.46
C 5.53 -0.80 -2.52
C 5.13 -0.37 -1.10
C 4.41 -1.46 -0.32
H 5.01 -6.64 0.62
H 4.90 -4.95 0.11
H 5.32 -6.20 -1.06
H 2.63 -6.05 0.43
H 3.01 -7.17 -0.87
H 2.77 -4.13 -1.09
H 1.60 -5.29 -1.67
H 3.33 -6.24 -3.23
H 4.41 -4.93 -2.80
H 1.88 -4.68 -4.30
H 4.00 -2.89 -2.41
H 3.50 -0.48 -3.24
H 4.64 -0.93 -4.49
H 6.13 0.00 -2.97
H 6.19 -1.68 -2.47
H 4.48 0.51 -1.15
H 6.03 -0.07 -0.56
H 3.45 -1.72 -0.76
H 4.19 -1.14 0.70
H 5.01 -2.38 -0.26
```

Summary:
Energy above the lowest of the compared OMol25 structures with the same formula, charge and spin   0.00 kcal per mole
E_tot   -5477.24952 hartree
Net charge   -2

=====

The molecule C4H10BNO. Source: the OMol25 dataset; level of theory: ωB97M-V/def2-TZVPD.

XYZ file:
```
17
Properties=species:S:1:pos:R:3
C -2.78 -0.86 -0.24
C -1.94 0.03 -0.74
C -1.26 1.19 -0.05
O 0.12 0.87 -0.03
B 0.70 0.05 0.94
N 2.01 -0.26 0.80
C 2.71 -0.15 -0.46
H -3.40 -0.80 0.67
H -3.05 -1.71 -0.81
H -1.33 -0.26 -1.61
H -1.42 2.28 -0.59
H -1.51 1.14 1.01
H 0.21 -0.30 1.94
H 2.45 -0.91 1.41
H 3.04 0.92 -0.59
H 3.51 -0.79 -0.33
H 1.96 -0.45 -1.31
```

Summary:
Energy above the lowest of the compared OMol25 structures with the same formula, charge and spin   24.01 kcal per mole
E_tot   -313.25700 hartree
SMILES   C=CCOBNC

=====

A structure of composition C26H46F6GeO6P2Ru. Source: the OMol25 dataset; level of theory: ωB97M-V/def2-TZVPD.

XYZ file:
```
88
Properties=species:S:1:pos:R:3
Ru -0.56 2.07 -0.14
C 5.03 1.77 -0.90
C 4.33 0.44 -1.15
C 5.31 -0.67 -1.47
O 3.62 0.10 0.04
P 2.00 -0.14 0.11
O 1.30 1.08 -0.52
C 1.80 -1.22 -1.67
P 0.37 -2.21 -1.45
O -0.85 -1.52 -1.00
O 0.16 -2.97 -2.85
C -1.18 -3.21 -3.34
C -1.81 -4.37 -2.60
C -1.05 -3.44 -4.83
O 0.77 -3.37 -0.42
C 1.89 -4.24 -0.68
C 1.39 -5.67 -0.56
C 2.99 -3.91 0.31
O 1.88 0.30 1.73
C 2.37 -0.62 2.69
C 3.43 0.08 3.52
C 1.21 -1.14 3.53
H 5.58 2.09 -1.79
H 5.73 1.67 -0.07
H 4.29 2.53 -0.65
H 3.63 0.58 -1.98
H 6.00 -0.80 -0.63
H 5.89 -0.43 -2.36
H 4.80 -1.62 -1.63
H 2.69 -1.80 -1.89
H 1.60 -0.46 -2.41
H -1.76 -2.30 -3.15
H -1.25 -5.29 -2.78
H -2.83 -4.52 -2.96
H -1.85 -4.17 -1.53
H -0.45 -4.33 -5.02
H -0.59 -2.59 -5.31
H -2.04 -3.60 -5.26
H 2.25 -4.07 -1.70
H 0.98 -5.83 0.43
H 2.21 -6.37 -0.73
H 0.61 -5.86 -1.30
H 2.64 -4.08 1.33
H 3.29 -2.87 0.21
H 3.86 -4.55 0.13
H 2.83 -1.48 2.18
H 3.00 0.94 4.03
H 4.23 0.43 2.87
H 3.85 -0.60 4.27
H 0.73 -0.31 4.05
H 1.56 -1.86 4.27
H 0.47 -1.61 2.89
C -2.46 4.26 2.18
Ge -3.34 3.93 0.45
C -5.19 3.39 0.82
C -3.47 5.63 -0.52
C -2.37 2.64 -0.61
H -2.71 5.25 2.55
H -1.37 4.20 2.07
H -2.78 3.52 2.91
H -5.67 4.14 1.45
H -5.22 2.43 1.33
H -5.76 3.31 -0.11
H -4.26 6.26 -0.12
H -3.67 5.43 -1.57
H -2.52 6.16 -0.45
H -2.63 2.68 -1.67
F -0.21 4.95 -0.04
C 0.02 3.94 -0.98
F -0.64 4.35 -2.12
C 1.51 4.13 -1.34
F 1.77 5.38 -1.78
F 2.30 3.93 -0.27
F 1.90 3.29 -2.30
F -6.59 -0.51 2.74
C -5.31 -0.17 2.42
C -4.53 0.45 3.37
C -3.22 0.78 3.03
C -2.69 0.50 1.77
C -1.29 0.80 1.45
C -3.53 -0.13 0.84
C -4.83 -0.47 1.16
H -4.93 0.67 4.35
H -2.59 1.26 3.77
H -0.88 0.07 0.72
H -0.63 0.89 2.31
H -3.12 -0.37 -0.13
H -5.47 -0.96 0.45
```

Summary:
Spin multiplicity   6
Energy above the lowest of the compared OMol25 structures with the same formula, charge and spin   1.93 kcal per mole
E_tot   -4923.52761 hartree
⟨S²⟩   8.772
Net charge   -1